Formula: C69H159N5O13
Source: the Open Molecules 2025 dataset
Level of theory: ωB97M-V/def2-TZVPD

Results
LUMO: 0.363 eV
Kohn-Sham gap: 0.33917 Ha
2S+1: 1
energy above the lowest of the compared OMol25 structures with the same formula, charge and spin: 0.0 kcal per mole
HOMO: -8.87 eV

Each line ends with the Mulliken charge.
Geometry (Å):
1 C -3.16086 3.40116 -3.75631  0.305
2 C -3.76164 4.73040 -4.24212  0.214
3 C -3.47831 5.80550 -3.23407  -1.376
4 O -3.33758 5.13121 -5.55465  -0.599
5 H -3.42313 2.61452 -4.49852  -0.311
6 H -3.49582 3.08611 -2.76192  0.067
7 H -2.07917 3.44601 -3.69948  0.114
8 H -4.86780 4.62833 -4.27079  0.298
9 H -2.41414 6.02439 -3.20989  0.296
10 H -3.81834 5.53190 -2.21524  0.210
11 H -3.91250 6.76598 -3.50714  0.422
12 H -3.88743 4.63477 -6.17441  0.365
13 C 4.97668 1.59274 0.86046  -1.503
14 C 3.96320 2.51038 1.44943  3.061
15 C 4.30026 2.91662 2.89326  -1.671
16 O 3.78971 3.76559 0.72881  -0.622
17 H 4.67962 1.37853 -0.16733  0.143
18 H 5.05920 0.71495 1.49496  0.308
19 H 5.98704 2.02774 0.88411  0.309
20 H 2.98088 1.99379 1.47819  -1.056
21 H 5.29479 3.34652 2.93442  0.427
22 H 4.22581 2.01702 3.52352  0.303
23 H 3.55018 3.64187 3.21710  0.277
24 H 2.91548 4.12458 0.99851  0.069
25 C 1.49925 -3.37164 -1.09982  -0.889
26 C 2.18168 -3.10546 -2.43849  1.720
27 C 1.64392 -4.09052 -3.43806  -1.749
28 O 1.88967 -1.71649 -2.83525  0.154
29 H 1.96880 -4.22183 -0.57266  0.706
30 H 0.45866 -3.68650 -1.22115  0.042
31 H 1.60903 -2.48123 -0.45406  -0.250
32 H 3.28472 -3.18925 -2.30244  -0.545
33 H 2.30475 -3.97667 -4.30025  0.454
34 H 0.63513 -3.81564 -3.75012  0.223
35 H 1.69109 -5.09336 -3.04202  0.447
36 H 2.46471 -1.54458 -3.61170  -0.487
37 C -5.24909 -0.09838 -3.17681  -0.174
38 C -5.41865 -0.76621 -4.54090  0.270
39 C -5.30048 0.29364 -5.61329  -1.123
40 O -4.50160 -1.83805 -4.76405  -0.589
41 H -6.05870 0.62036 -3.03564  0.692
42 H -4.33958 0.51797 -3.13680  -0.200
43 H -5.28841 -0.86466 -2.37707  -0.378
44 H -6.41975 -1.16341 -4.60758  0.581
45 H -4.26415 0.60814 -5.67488  -0.049
46 H -5.87295 1.20620 -5.46899  0.374
47 H -5.71200 -0.15843 -6.54521  0.300
48 H -3.63866 -1.44908 -4.50955  0.129
49 C 5.11557 -0.19398 -3.05873  0.068
50 C 5.02329 -0.69029 -4.48743  -0.021
51 C 5.87280 -1.88920 -4.72758  -1.198
52 O 3.63851 -0.99833 -4.80718  -0.467
53 H 4.32117 0.49958 -2.77057  -0.310
54 H 6.09499 0.25152 -2.88159  0.707
55 H 5.12667 -1.10131 -2.43965  -0.410
56 H 5.08324 0.19036 -5.06689  0.427
57 H 5.68653 -2.61578 -3.95441  0.127
58 H 6.91027 -1.55946 -4.57912  0.372
59 H 5.68929 -2.26297 -5.74184  0.490
60 H 3.54499 -1.43230 -5.66949  0.208
61 C 0.84988 0.82956 -0.72616  -1.166
62 C -0.43330 0.08839 -0.89668  2.472
63 C -1.64291 0.91289 -0.61812  -0.585
64 O -0.47829 -0.34629 -2.29846  0.745
65 H 1.06333 1.16278 0.29475  -0.245
66 H 0.87120 1.69440 -1.36047  -0.006
67 H 1.61209 0.14016 -0.98366  0.394
68 H -0.52717 -0.81372 -0.27729  -0.616
69 H -2.54365 0.29493 -0.74426  -0.385
70 H -1.67858 1.68803 -1.37699  0.423
71 H -1.60663 1.33629 0.39608  -0.456
72 H 0.38864 -0.72935 -2.55656  -0.878
73 C -0.39878 1.16334 -5.35336  -0.837
74 C -1.27625 -0.06319 -5.60576  0.522
75 C -0.45173 -1.31738 -5.79943  -1.163
76 O -2.20323 -0.20256 -4.50363  0.529
77 H -0.99743 2.07392 -5.30455  0.116
78 H 0.27878 1.32464 -6.18558  0.541
79 H -0.01671 1.06181 -4.34058  -0.141
80 H -1.86515 0.04721 -6.49769  0.532
81 H -1.09316 -2.21444 -5.89631  0.305
82 H 0.23334 -1.43946 -4.96167  -0.083
83 H 0.17843 -1.22302 -6.69065  0.501
84 H -1.75535 -0.28352 -3.63110  -0.324
85 C 2.94096 4.36493 -2.72872  -0.621
86 C 4.24626 3.58784 -2.52374  2.241
87 C 4.92104 3.23250 -3.80616  -1.532
88 O 5.11189 4.39607 -1.71269  -0.718
89 H 3.10476 5.07053 -3.54003  0.512
90 H 2.63641 4.93481 -1.84169  -0.312
91 H 2.08567 3.73427 -2.98653  0.046
92 H 4.00243 2.67134 -1.96032  -1.046
93 H 4.28198 2.64722 -4.48431  0.188
94 H 5.82778 2.62918 -3.60018  0.335
95 H 5.22156 4.18842 -4.24658  0.494
96 H 4.73033 4.33881 -0.82920  0.439
97 C 5.16290 -2.45695 0.44026  -1.624
98 C 6.65457 -2.63307 0.54571  2.591
99 C 7.03825 -2.83091 2.00704  -1.389
100 C 8.52595 -3.25286 2.18874  -0.626
101 C 8.79449 -4.48840 1.32611  -1.162
102 C 8.37403 -4.27250 -0.16335  1.491
103 N 6.95095 -3.85778 -0.18617  -0.338
104 O 6.77615 -3.48936 -1.61143  -0.310
105 C 9.39892 -3.39811 -0.88666  -1.539
106 C 8.42987 -5.58481 -0.93660  -1.829
107 C 7.26839 -1.34218 0.02529  -1.513
108 H 4.65255 -3.36410 0.72061  0.603
109 H 4.81473 -2.12223 -0.53215  -0.407
110 H 4.89329 -1.66956 1.13606  0.167
111 H 6.77911 -1.92387 2.57033  0.372
112 H 6.39192 -3.61164 2.47111  0.435
113 H 8.67054 -3.47684 3.25497  0.426
114 H 9.25096 -2.48350 1.87706  0.292
115 H 8.31472 -5.40783 1.65128  0.424
116 H 9.89131 -4.57787 1.31031  0.354
117 H 9.15212 -3.44461 -1.93409  0.304
118 H 9.53746 -2.36299 -0.57940  0.281
119 H 10.30917 -3.97351 -0.72714  0.569
120 H 9.45984 -5.96778 -0.91736  0.414
121 H 7.81547 -6.41031 -0.56129  0.345
122 H 8.15969 -5.27329 -1.94220  0.484
123 H 7.19429 -1.36174 -1.05256  0.440
124 H 8.28133 -1.18324 0.36002  0.480
125 H 6.65287 -0.50347 0.37854  -0.059
126 H 6.37049 -4.25820 -2.01345  0.305
127 C 1.84502 -1.67627 4.77724  -1.616
128 C 0.58121 -1.21352 3.93975  1.745
129 C 0.22939 -2.21425 2.85870  -0.691
130 C -0.45352 -3.49790 3.36424  -1.020
131 C -1.66819 -3.16209 4.19995  -0.466
132 C -1.36025 -2.16477 5.31543  1.759
133 N -0.68731 -0.96171 4.71778  0.993
134 O -0.42709 0.00297 5.70569  -0.607
135 C -2.63925 -1.60627 5.91310  -1.941
136 C -0.52537 -2.91753 6.39831  -1.716
137 C 0.91390 0.11451 3.28015  -1.609
138 H 1.96701 -1.12780 5.69316  0.333
139 H 2.68541 -1.43403 4.08081  0.364
140 H 1.87912 -2.74517 5.00531  0.340
141 H -0.41729 -1.67519 2.17267  -0.740
142 H 1.11442 -2.51747 2.29518  0.708
143 H 0.29757 -4.03291 3.98501  0.699
144 H -0.75489 -4.16407 2.54635  0.339
145 H -2.07945 -4.09160 4.58910  0.620
146 H -2.43880 -2.68879 3.59151  -0.612
147 H -3.21010 -2.44331 6.34263  0.406
148 H -2.43038 -0.82073 6.63908  0.446
149 H -3.25810 -1.09936 5.16364  0.217
150 H -1.19915 -3.60159 6.94035  0.439
151 H 0.26170 -3.52354 5.99408  0.372
152 H -0.13719 -2.24471 7.18907  0.262
153 H 1.21360 0.81364 4.06519  0.677
154 H 0.02663 0.52662 2.82334  -0.176
155 H 1.72406 0.05766 2.54673  0.351
156 H 0.24014 -0.38587 6.28501  0.397
157 C 0.25929 4.40023 -0.07182  0.596
158 C 0.13085 5.78910 0.52585  2.856
159 C -1.34074 6.25968 0.49969  -1.746
160 C -2.15716 5.57318 1.58596  1.069
161 C -1.57785 5.65889 2.96681  -1.718
162 C -0.15749 5.23666 2.99826  2.791
163 N 0.55930 5.91579 1.91289  -0.251
164 O 1.94179 5.44340 1.88958  -0.358
165 C 0.56582 5.74675 4.22686  -2.167
166 C -0.07391 3.72858 2.96936  -0.468
167 C 0.95881 6.79042 -0.26284  -2.315
168 H 1.27780 4.00640 -0.17831  -0.882
169 H -0.11746 4.47256 -1.11724  0.642
170 H -0.25291 3.58011 0.46756  -1.272
171 H -1.27907 7.32319 0.72739  0.375
172 H -1.84208 6.01244 -0.43318  0.224
173 H -2.29729 4.52999 1.30592  -0.837
174 H -3.18528 5.91610 1.63049  0.797
175 H -2.13512 4.98016 3.62557  0.408
176 H -1.63838 6.65102 3.41290  0.341
177 H 0.70174 6.82906 4.14046  0.509
178 H 0.10531 5.42785 5.16359  0.410
179 H 1.57084 5.31660 4.25252  0.271
180 H -0.73448 3.34134 2.18673  -0.820
181 H 0.95331 3.40702 2.83601  -0.559
182 H -0.35722 3.21300 3.93905  0.714
183 H 0.99339 7.75145 0.22411  0.504
184 H 0.50476 6.92277 -1.26047  0.363
185 H 1.95796 6.32591 -0.39537  0.357
186 H 2.39977 6.26603 2.12314  0.322
187 C -6.81382 0.14836 1.06687  -0.990
188 C -6.49628 0.43668 2.56087  1.875
189 C -5.20532 -0.24655 2.92483  -0.858
190 C -3.97726 0.44619 2.42322  2.774
191 C -3.95238 1.87961 2.90537  -1.040
192 C -5.20721 2.60310 2.58266  2.241
193 N -6.39229 1.80127 3.00999  -0.035
194 O -7.54808 2.46258 2.39295  -0.500
195 C -5.32160 3.88969 3.45742  -1.694
196 C -5.22984 2.96380 1.07523  -1.444
197 C -7.72704 -0.13670 3.30025  -2.187
198 H -7.78179 0.55446 0.84568  0.502
199 H -6.88988 -0.93714 0.88633  0.204
200 H -6.02442 0.48715 0.39601  -0.113
201 H -5.17235 -0.31100 4.02618  0.650
202 H -5.25867 -1.25963 2.48421  -0.931
203 H -3.92985 0.46500 1.33013  -1.272
204 H -3.07002 -0.07385 2.76564  -0.434
205 H -3.10186 2.44512 2.50131  -0.933
206 H -3.82749 1.90116 3.97507  0.738
207 H -6.31381 4.31794 3.32187  0.470
208 H -5.17103 3.63744 4.50057  0.420
209 H -4.60483 4.64453 3.18335  0.109
210 H -4.54136 3.75859 0.86561  0.551
211 H -4.98315 2.08776 0.49101  -0.044
212 H -6.20372 3.26983 0.66995  0.257
213 H -8.58850 0.39861 2.90056  0.501
214 H -7.71375 0.03078 4.38202  0.417
215 H -7.83928 -1.22447 3.15957  0.322
216 H -7.88427 3.00850 3.11556  0.389
217 C -3.18688 -5.63544 1.59871  -1.223
218 C -3.91983 -5.57597 0.21260  1.958
219 C -5.32410 -5.09782 0.45304  -1.781
220 C -5.43267 -3.64742 0.76081  -0.187
221 C -4.76963 -2.87186 -0.32996  -0.592
222 C -3.33509 -3.25350 -0.60655  2.048
223 N -3.38948 -4.71272 -0.85976  0.043
224 O -1.96067 -5.16006 -1.08326  -0.469
225 C -2.89487 -2.68491 -1.97640  -0.634
226 C -2.39082 -2.68902 0.46857  1.255
227 C -3.95939 -6.98790 -0.42535  -2.186
228 H -3.05749 -4.67969 2.11490  0.000
229 H -2.21860 -6.12984 1.52893  0.381
230 H -3.79342 -6.25368 2.25469  0.530
231 H -5.91525 -5.32516 -0.41822  0.361
232 H -5.74166 -5.64704 1.29793  0.558
233 H -4.99272 -3.42272 1.72742  -0.108
234 H -6.46703 -3.30912 0.88872  0.593
235 H -4.79877 -1.84082 -0.05298  -0.878
236 H -5.31884 -2.99666 -1.28158  0.543
237 H -1.83899 -2.84387 -2.15724  -0.567
238 H -3.49651 -3.08365 -2.77535  1.131
239 H -3.01378 -1.59563 -2.01446  -0.830
240 H -2.57599 -3.04416 1.50312  -0.448
241 H -1.37138 -3.10071 0.23586  -0.228
242 H -2.36153 -1.57113 0.40394  -1.189
243 H -4.29903 -6.86181 -1.45213  0.453
244 H -4.63697 -7.62373 0.10798  0.454
245 H -2.94687 -7.40641 -0.45277  0.342
246 H -2.19323 -5.35815 -1.99259  0.389

Cartesian forces, eV/Å:
-0.30 -0.45 -1.17
-1.06 -0.44 0.65
0.36 0.88 0.29
-0.02 -0.35 0.52
0.23 0.23 0.62
-0.32 0.21 -0.22
0.31 0.19 -0.14
0.41 -0.18 -0.02
0.37 -0.23 0.19
0.16 0.03 -0.62
-0.38 -0.05 -0.05
0.27 0.13 0.03
0.60 0.57 -0.39
-1.02 1.35 1.35
-0.61 -0.87 -0.34
-0.20 -0.96 -0.26
0.30 -0.43 0.03
-0.32 -0.35 -0.19
-0.29 0.15 -0.26
0.33 0.15 -0.17
0.14 0.09 0.12
0.20 0.34 0.09
0.18 -0.02 0.17
0.75 0.02 -0.09
0.52 0.16 0.63
-0.55 0.85 1.11
0.85 0.83 -0.94
0.46 -1.38 0.07
0.07 0.35 -0.27
-0.09 0.48 -0.04
-0.31 -0.40 -0.14
-0.57 0.00 -0.23
-0.23 -0.54 -0.39
-0.03 -0.12 0.22
-0.03 -0.36 -0.04
-0.10 0.30 0.20
-0.14 -0.33 0.30
0.11 0.74 0.44
-0.38 -0.43 -1.24
-0.13 0.65 0.39
-0.20 -0.15 0.11
0.08 -0.49 0.06
0.17 0.59 -0.25
-0.31 -0.52 0.13
0.23 -0.14 -0.43
-0.34 -0.02 0.50
0.82 0.45 0.24
-0.07 -0.24 -0.43
0.08 -1.19 0.41
-1.83 0.53 0.48
0.91 0.97 -0.52
-0.92 -0.75 0.51
0.12 -0.19 -0.12
-0.05 0.25 -0.18
-0.40 0.36 0.35
1.63 0.76 -1.30
-0.30 -0.47 0.09
-0.01 -0.38 -0.41
0.39 -0.21 0.28
0.38 0.25 0.31
0.02 0.07 1.13
-0.18 -0.93 -0.86
-0.64 0.01 -0.33
-0.21 0.35 0.69
-0.31 -0.06 0.06
0.06 0.45 -0.51
1.18 -0.42 -0.43
0.60 0.07 0.01
0.07 0.26 0.17
-0.15 0.47 0.05
-0.08 -0.08 -0.28
-0.27 -0.12 0.32
-1.18 0.13 -0.12
0.23 0.06 1.10
0.13 -0.41 0.05
-0.15 -0.16 -0.21
-0.31 -0.08 -0.13
0.67 -0.18 0.32
0.88 -0.05 -0.21
-0.63 0.32 -0.29
0.31 0.45 0.06
-0.01 -0.19 0.20
-0.18 -0.04 -0.04
0.40 0.12 -0.61
-0.13 0.02 -0.17
-1.04 0.11 1.40
0.85 -0.16 -0.13
0.19 -0.48 -0.76
-0.16 0.24 -0.09
0.35 -0.24 -0.15
0.14 -0.15 -0.16
0.09 0.06 -0.06
0.04 0.37 0.19
-0.37 0.40 -0.15
0.06 -0.28 -0.38
-0.01 0.05 0.36
-0.56 0.46 0.44
-0.51 0.41 0.31
0.25 -0.59 0.69
-1.14 -0.20 -0.04
0.44 0.65 -0.91
0.01 -0.49 1.44
1.31 0.26 -1.60
-0.54 0.15 0.57
0.04 -0.25 0.20
0.57 -0.30 0.26
-0.30 0.31 -0.04
-0.28 -0.37 0.07
0.15 -0.14 -0.22
-0.33 0.14 0.24
0.26 0.01 -0.24
0.42 0.21 -0.42
0.25 0.10 -0.30
-0.44 -0.01 0.27
0.01 0.02 0.47
-0.31 -0.66 0.05
0.16 0.36 -0.43
-0.07 -0.26 0.11
0.40 0.42 -0.21
-0.19 0.15 -0.26
-0.28 0.46 0.01
0.11 -0.79 -0.27
0.29 0.25 -0.28
0.25 0.13 -0.04
0.25 -0.20 -0.04
-0.29 -0.26 0.15
-0.31 0.06 -1.80
0.00 -0.27 0.85
-0.25 -0.81 -0.28
0.66 0.34 0.21
-0.05 0.42 -0.15
0.74 0.24 0.45
0.75 -1.08 -0.72
-0.11 0.08 0.10
-0.49 -0.25 0.14
-1.03 0.68 0.82
0.41 0.42 0.58
0.18 0.37 0.39
-0.32 -0.27 0.84
-0.09 0.22 -0.15
-0.30 -0.10 -0.29
0.19 0.27 0.00
-0.49 0.01 -0.39
0.29 0.19 0.04
-0.22 0.07 0.35
-0.10 -0.06 -0.29
0.01 0.43 0.09
0.03 -0.38 0.30
0.16 -0.33 -0.18
0.11 0.20 -0.24
0.40 -0.09 -0.16
0.00 -0.24 -0.47
0.08 0.11 -0.17
-0.30 0.09 -0.30
-0.10 -0.24 0.04
0.13 0.03 0.28
-0.07 -1.02 -0.97
-1.08 0.20 0.05
0.12 -0.37 1.11
-0.61 -0.25 -0.25
-0.67 0.22 0.56
1.43 -0.43 0.60
0.76 -0.25 -0.60
-0.49 0.79 0.65
0.59 -0.17 0.56
-0.26 -1.37 0.84
0.34 -1.14 -1.14
0.03 0.48 0.11
0.05 -0.29 0.60
-0.13 0.78 -0.54
-0.42 0.23 -0.39
0.35 0.49 -0.38
0.23 -0.34 -0.01
-0.22 0.49 -0.23
0.04 0.20 0.05
-0.26 0.28 -0.25
-0.31 -0.06 0.35
-0.29 0.30 -0.07
-0.05 0.01 -0.01
0.30 -0.29 0.34
0.19 -0.12 -0.49
-0.04 0.94 -0.88
0.15 0.25 0.26
0.25 -0.04 0.28
-0.38 0.82 -0.01
0.19 -0.48 -0.12
0.64 -0.22 0.18
-0.88 -1.39 -0.33
-0.20 -1.18 0.56
0.97 0.31 -0.36
0.84 -0.24 0.27
-1.43 1.61 -0.38
-0.43 1.23 -1.11
0.25 0.09 0.85
-0.22 -0.68 -0.62
-0.82 -0.38 0.04
0.18 -0.35 0.28
-0.26 0.48 -0.52
0.05 0.28 0.41
-0.33 0.18 -0.12
0.15 -0.19 -0.26
0.08 0.21 0.52
-0.09 -0.28 -0.02
-0.17 0.04 -0.06
-0.08 -0.12 -0.06
0.14 -0.16 0.66
0.08 0.15 0.08
-0.07 -0.09 0.22
0.43 0.27 -0.24
0.60 0.36 -0.07
0.47 -0.02 -0.20
0.15 0.04 0.57
-0.14 -0.33 0.09
0.29 0.14 -0.10
0.04 0.38 -0.22
-0.08 -0.20 -0.12
0.09 -0.07 -0.60
0.56 -0.47 0.23
-0.96 -0.66 0.64
-0.19 0.50 0.36
-0.41 0.38 -0.88
0.18 0.10 -0.84
1.92 0.05 1.73
-1.91 0.43 -0.16
-0.05 0.89 0.72
1.19 -0.82 0.03
0.69 0.90 0.10
-0.13 -0.22 -0.28
0.13 0.14 -0.16
-0.15 -0.17 0.06
-0.38 -0.12 -0.47
-0.07 -0.36 -0.11
0.42 0.02 0.25
-0.05 -0.25 -0.24
0.03 1.04 -0.11
-0.03 0.07 0.39
0.20 -0.27 -0.03
-0.20 -0.31 -0.28
-0.11 -0.08 0.19
-0.25 0.68 -0.73
-0.66 0.61 0.16
-0.16 -1.04 0.21
-0.14 -0.14 -0.03
-0.30 -0.50 0.34
-0.31 -0.08 0.09
1.05 -0.40 -0.49